Record 1
Molecular formula: CH13O5S
Method: DFT, ωB97M-V with the def2-TZVPD basis set

Values from the calculation:
HOMO energy = -3.5987 eV
charge = -1
total energy = -820.314258 Ha
frontier orbital gap = 6.6628 eV
multiplicity = 1
energy relative to the best compared isomer or geometry (same formula, charge and spin) = 147.4 kJ/mol

XYZ file:
```
20
Properties=species:S:1:pos:R:3:forces:R:3
C -1.0745 -1.9581 0.9659 0.65 -1.25 -0.76
S -1.3291 -0.7062 -0.3054 -0.11 0.97 -0.40
H -0.8325 -2.9598 0.3808 -0.31 1.84 1.85
H -0.3328 -1.5963 1.6847 0.69 -0.54 -0.49
H -1.9111 -2.0457 1.6439 -0.80 -0.48 -0.30
H -0.2430 2.1196 2.3216 -0.42 0.35 -0.60
H -0.5806 0.9167 1.2342 -0.12 0.49 0.66
O -0.2227 1.1874 2.1274 0.34 -0.98 0.11
H 4.3477 0.0838 1.9148 0.30 -0.81 -0.18
H 4.1435 1.4872 1.6948 1.22 -0.55 -0.98
O 4.7748 0.7716 1.3965 -1.50 1.34 1.14
H -2.1356 -2.7956 -3.2682 1.12 -0.27 1.57
H -1.3511 -2.2197 -2.0404 -0.01 0.93 0.62
O -1.5473 -3.0409 -2.4961 -1.13 -0.75 -2.14
H 0.5772 0.8000 -0.4875 0.52 0.11 0.49
H 1.4378 1.5649 0.6173 -0.54 -0.59 -1.14
O 1.3675 1.3813 -0.3481 0.07 0.31 0.45
H -1.0620 2.8004 -2.6976 -1.17 -1.21 0.99
H -2.0530 1.7538 -1.8199 1.04 0.97 -0.89
O -1.9733 2.4554 -2.5186 0.15 0.11 0.00
```
Positions in Å, forces in eV/Å.

The molecule's Mulliken atomic charges, reported in e, are given here: C -0.69; S -0.69; H 0.18; H 0.22; H 0.26; H 0.25; H 0.24; O -0.65; H 0.32; H 0.31; O -0.63; H 0.28; H 0.28; O -0.62; H 0.25; H 0.35; O -0.63; H 0.32; H 0.34; O -0.68

=====

Record 2
Molecular formula: C8H9F15HfN3O21S5
Method: DFT, ωB97M-V with the def2-TZVPD basis set

Values from the calculation:
HOMO energy = -7.4604 eV
charge = -1
total energy = -5591.587870 Ha
frontier orbital gap = 9.2087 eV
multiplicity = 1

XYZ file:
```
62
Properties=species:S:1:pos:R:3:forces:R:3
Hf 4.9682 4.6866 -33.5442 -1.83 1.98 1.32
C 2.7423 8.5989 -35.2360 -0.49 -0.52 0.19
F 2.4465 9.8958 -35.1392 0.15 0.24 -0.10
F 1.5923 7.9505 -35.4368 0.14 -0.02 -0.02
F 3.5394 8.4096 -36.2893 -0.02 0.09 -0.11
S 3.5842 8.0811 -33.6876 1.69 0.78 -0.36
O 4.7623 8.9222 -33.7501 -0.09 -0.30 -0.06
O 2.6901 8.3226 -32.6294 -1.08 -0.06 0.64
O 3.9143 6.6553 -33.9181 -0.33 -1.39 -0.57
C 3.2023 3.2138 -37.3103 -0.05 0.56 0.02
F 3.8797 2.1259 -36.9738 -0.05 -0.31 0.03
F 3.6967 3.7054 -38.4434 0.06 -0.15 -0.02
F 1.9191 2.9290 -37.4966 0.07 -0.27 0.10
S 3.3696 4.5258 -36.0340 1.71 0.74 2.06
O 4.8299 4.7438 -35.8590 0.26 0.22 -0.80
O 2.6271 5.6202 -36.5047 -0.87 0.17 -0.86
O 3.0692 4.0091 -34.6788 -0.87 -0.65 -0.22
C 1.5299 3.4981 -30.5071 -0.20 0.26 0.15
F 2.2991 3.4306 -29.4048 0.07 -0.05 -0.31
F 1.6483 2.3696 -31.1900 0.18 -0.41 -0.01
F 0.2561 3.5861 -30.0957 0.09 0.13 0.05
S 1.9315 4.9378 -31.5858 -0.92 0.00 -0.66
O 0.8747 4.9222 -32.5574 0.37 -0.25 -0.01
O 2.0029 6.0528 -30.7175 0.37 0.44 0.65
O 3.2489 4.5032 -32.1320 1.14 -0.27 -0.58
C 7.2033 6.8271 -30.2589 -0.43 0.12 -0.37
F 7.8672 5.7404 -30.6754 0.13 0.03 0.14
F 7.4679 7.0094 -28.9684 0.21 0.10 0.24
F 7.6626 7.8854 -30.9415 0.10 -0.10 0.03
S 5.3861 6.6054 -30.4952 0.32 -0.83 -0.19
O 5.0839 5.5923 -29.5306 -0.07 -0.38 0.11
O 4.7905 7.8713 -30.3366 -0.14 1.03 0.04
O 5.3831 6.1303 -31.9093 0.43 -0.65 -0.47
C 8.4016 1.9642 -33.4315 -0.24 0.45 0.24
F 7.7217 1.6291 -32.3478 0.05 -0.16 0.40
F 9.6850 2.1255 -33.1205 -0.20 -0.07 -0.13
F 8.2625 0.9903 -34.3221 0.22 -0.12 -0.20
S 7.6908 3.5067 -34.1486 -1.43 1.50 0.10
O 8.5608 3.8363 -35.2111 0.60 -0.24 -0.36
O 6.2945 3.1308 -34.4970 0.14 -0.85 -0.42
O 7.4240 4.5490 -33.1402 0.78 -0.46 0.41
C 4.4670 0.2279 -34.4771 -0.40 -0.39 -0.01
N 3.8345 1.0358 -33.3953 0.81 0.10 -0.43
O 2.9725 0.5170 -32.7436 -0.21 -0.03 0.13
O 4.2811 2.1558 -33.2347 -0.59 -0.07 0.19
H 4.5912 -0.7721 -34.0723 0.10 0.02 -0.01
H 5.3961 0.6814 -34.7913 0.03 0.19 0.06
H 3.7449 0.1854 -35.2904 0.06 0.07 0.00
C 7.6447 8.3354 -34.4269 0.47 0.38 -0.07
N 7.2594 7.0588 -35.0754 0.39 0.39 0.03
O 7.8657 6.6913 -36.0462 -0.10 -0.09 -0.09
O 6.3470 6.4581 -34.5449 -0.22 -0.54 0.28
H 6.8248 8.6833 -33.8069 0.00 -0.12 -0.01
H 7.9161 9.0374 -35.2096 -0.23 -0.03 -0.14
H 8.5624 8.1370 -33.8742 -0.17 -0.21 0.19
C 6.1766 2.8330 -29.2553 -0.30 0.40 0.57
N 5.7174 2.5526 -30.6239 -0.23 -0.92 0.00
O 5.6059 3.4945 -31.3794 0.37 0.37 -0.38
O 5.4776 1.3943 -30.8977 -0.02 0.31 -0.05
H 6.1577 1.9003 -28.7113 0.22 -0.12 -0.05
H 5.4770 3.5462 -28.8250 -0.03 0.08 -0.13
H 7.1462 3.3193 -29.2947 0.08 -0.09 -0.15
```
Positions in Å, forces in eV/Å.

The molecule's Mulliken atomic charges, reported in e, are given here: Hf 4.06; C 0.48; F -0.22; F -0.21; F -0.21; S 1.16; O -0.84; O -0.65; O -0.67; C 0.46; F -0.17; F -0.19; F -0.19; S 0.88; O -0.85; O -0.47; O -0.71; C 0.50; F -0.24; F -0.21; F -0.23; S 1.07; O -0.72; O -0.63; O -0.42; C 0.60; F -0.20; F -0.24; F -0.24; S 1.06; O -0.68; O -0.63; O -0.54; C 0.53; F -0.15; F -0.21; F -0.21; S 1.23; O -0.61; O -0.90; O -0.87; C -0.88; N 0.65; O -0.48; O -0.18; H 0.33; H 0.19; H 0.27; C -0.77; N 0.48; O -0.52; O 0.12; H 0.24; H 0.34; H 0.26; C -1.01; N 0.67; O 0.10; O -0.54; H 0.43; H 0.29; H 0.27